[1]
12
Properties=species:S:1:pos:R:3 method="wB97M-V/def2-TZVPD" homo_energy_ev=-7.990 total_energy_ev=-8800.6784 relative_energy_kj_mol=264.4 spin_multiplicity=1 lumo_energy_ev=1.021 orbital_gap_ev=9.01
C 1.7331 0.6614 0.0549
C 0.2661 -0.6677 -0.0694
C -1.0372 -1.1336 -0.0084
C -1.0497 1.1753 -0.0275
C 0.2339 0.7261 -0.0547
H 2.1238 0.8679 1.0473
H 2.3636 1.0362 -0.7539
H -1.5653 -2.1128 0.1411
H -2.7824 -0.0300 0.1262
H -1.5330 2.1162 -0.0154
N -1.7915 0.0167 0.0268
O 1.6321 -0.8204 -0.0127

=====

[2]
84
Properties=species:S:1:pos:R:3 method="wB97M-V/def2-TZVPD" homo_energy_ev="-13.489 / -13.494" total_energy_ev=-79326.4855 total_charge=+2 relative_energy_kj_mol=152.1 spin_multiplicity=1 lumo_energy_ev="-6.742 / -6.752" orbital_gap_ev="6.75 / 6.74"
Ir 0.6258 -0.0190 -0.5143
O 5.1242 -0.6677 5.5836
N 4.1357 -0.0132 5.3452
O 3.4834 0.6128 6.1555
C 3.7192 0.0517 3.9285
C 4.7062 -0.0762 3.0140
C 4.4321 0.0216 1.6202
C 5.4318 -0.0204 0.6339
C 5.0729 0.1103 -0.6873
C 3.7226 0.2454 -1.0066
N 2.7689 0.2842 -0.0911
C 3.1043 0.1968 1.2087
C 2.0563 0.3008 2.1683
N 0.7976 0.4559 1.6985
C -0.1894 0.6494 2.5508
C 0.0044 0.6605 3.9292
C 1.2612 0.4305 4.4356
C 2.3433 0.2618 3.5485
H 5.7215 -0.2380 3.3504
H 6.4677 -0.1432 0.9227
H 5.8147 0.1170 -1.4723
H 3.4088 0.3305 -2.0400
H -1.1775 0.8007 2.1376
H -0.8309 0.8467 4.5881
H 1.4160 0.4044 5.5008
O -5.1288 4.6791 -1.2814
C -4.3686 5.6256 -0.5562
N -2.9682 5.3927 -0.8302
C -2.3525 4.3038 -0.3494
O -2.9108 3.5203 0.4209
C -0.9540 4.0126 -0.8065
C -0.2099 4.7478 -1.7223
C 1.0272 4.2615 -2.1100
C 1.4611 3.0453 -1.6145
N 0.7699 2.3383 -0.7163
C -0.3907 2.8476 -0.3010
H -6.0176 5.0220 -1.4261
H -4.5285 5.5091 0.5166
H -4.6016 6.6456 -0.8593
H -2.5417 5.9209 -1.5719
H -0.5633 5.6872 -2.1269
H 1.6405 4.8149 -2.8063
H 2.4064 2.6270 -1.9372
H -0.9117 2.3128 0.4784
C -1.8477 -3.5570 -1.2811
Si -0.9405 -3.0044 0.2791
C -0.5079 -4.4626 1.3871
C -2.0277 -1.7912 1.2618
C 0.7002 -2.0843 -0.1261
Si 1.6842 -2.8579 -1.5924
C 1.1539 -4.5605 -2.1878
C 1.5334 -1.5958 -3.0106
C 3.4467 -3.0237 -0.9114
H -2.9149 -3.3486 -1.2044
H -1.7388 -4.6316 -1.4317
H -1.4634 -3.0552 -2.1709
H -1.4165 -4.9704 1.7172
H 0.0337 -4.1401 2.2781
H 0.1098 -5.1992 0.8714
H -1.6570 -1.6961 2.2844
H -3.0572 -2.1533 1.3225
H -2.0394 -0.8007 0.8046
H 1.3177 -2.2309 0.7702
H 0.3003 -4.5230 -2.8643
H 0.8987 -5.2239 -1.3603
H 1.9755 -5.0290 -2.7340
H 1.3407 -0.5686 -2.6541
H 0.7138 -1.8575 -3.6808
H 2.4451 -1.5651 -3.6113
H 3.5248 -3.9414 -0.3261
H 3.7413 -2.1887 -0.2756
H 4.1685 -3.0979 -1.7290
S -1.3266 0.1850 -1.9926
C -2.9990 -0.0432 -1.5988
N -3.6439 0.7667 -0.7387
C -4.9704 0.6968 -0.5192
C -5.7322 -0.2574 -1.1341
C -5.1004 -1.1456 -2.0076
C -3.7479 -1.0247 -2.2514
H -3.1535 1.5177 -0.2310
H -5.3669 1.4432 0.1535
H -6.7958 -0.3089 -0.9582
H -5.6723 -1.9225 -2.4974
H -3.2465 -1.6662 -2.9577

=====

[3]
27
Properties=species:S:1:pos:R:3 method="wB97M-V/def2-TZVPD" homo_energy_ev=-16.254 total_energy_ev=-93220.3070 total_charge=+2 relative_energy_kj_mol=0.0 spin_multiplicity=1 lumo_energy_ev=-9.313 orbital_gap_ev=6.94
O -3.6558 -3.0346 -2.2918
C -3.2145 -1.9929 -2.1687
Hg -1.1407 0.6632 -1.1307
O -4.3564 1.8036 -3.6909
C -3.5399 1.3917 -3.0209
C -0.8805 2.9887 -1.4231
O -0.2542 3.9266 -1.1870
C -0.4585 0.0568 -3.8686
O 0.1366 -0.1368 -4.8151
C -3.5334 0.8271 0.3937
O -4.1893 1.0033 1.3058
C -0.3198 -0.9872 2.9081
N 0.8581 -0.5998 2.1915
C 2.0043 -0.0936 2.7746
C 2.9080 0.1328 1.7923
N 2.2963 -0.2425 0.5987
C 2.9459 -0.1809 -0.6917
C 1.0618 -0.7981 0.8530
Se -0.0456 -1.6842 -0.3389
H -1.1013 -1.1616 2.1839
H -0.6029 -0.1459 3.5319
H -0.1608 -1.8822 3.5128
H 2.0610 0.0674 3.8390
H 3.9198 0.5269 1.8006
H 3.3048 0.8517 -0.8185
H 3.7681 -0.9168 -0.7891
H 2.1888 -0.3828 -1.4508

=====

[4]
112
Properties=species:S:1:pos:R:3 method="wB97M-V/def2-TZVPD" homo_energy_ev=-11.361 total_energy_ev=-104662.5764 total_charge=+1 spin_multiplicity=1 lumo_energy_ev=-4.699 orbital_gap_ev=6.66
C 3.9075 3.3666 3.9134
C 2.4225 3.4865 4.2350
C 1.9179 4.6587 4.8929
N 0.6858 4.9563 5.2354
N -0.1171 3.9598 4.9268
C 0.1708 2.8072 4.3645
N -0.9090 1.8618 4.1745
C -0.6053 0.8539 4.8088
S -0.0950 -0.4474 5.5193
C 1.4791 2.4626 3.9352
H 4.5029 4.0755 4.5120
H 4.2048 2.3262 4.1727
H 4.1000 3.4577 2.8240
H 2.6643 5.4300 5.1510
H -1.1155 4.1284 5.1737
H 1.7374 1.5192 3.4312
C 4.4594 -1.4590 2.0299
C 5.1704 -2.3649 2.6990
C 4.8615 -2.6933 4.1121
O 5.5048 -3.5127 4.7252
C 3.7284 -1.9735 4.7479
C 3.0229 -1.0704 4.0720
C 3.3326 -0.7447 2.6656
O 2.6795 0.0855 2.0528
H 4.6712 -1.2061 0.9987
H 5.9981 -2.8979 2.2492
H 3.5143 -2.2245 5.7796
H 2.1897 -0.5286 4.5087
C 2.3681 -1.7934 -3.1173
C 3.0801 -2.7001 -2.4512
C 2.7719 -3.0295 -1.0391
O 3.4208 -3.8535 -0.4258
C 1.6419 -2.3133 -0.4015
C 0.9323 -1.4089 -1.0681
C 1.2420 -1.0813 -2.4774
O 0.5937 -0.2549 -3.0886
H 2.5782 -1.5386 -4.1463
H 3.9076 -3.2313 -2.9042
H 1.4302 -2.5666 0.6302
H 0.1043 -0.8754 -0.6177
C -4.3740 0.9891 9.4160
C -5.3154 0.5360 8.5898
C -5.0250 0.2835 7.1596
O -5.8811 -0.1269 6.4059
C -3.6464 0.5522 6.6824
C -2.7068 1.0047 7.5083
C -2.9974 1.2579 8.9403
O -2.1370 1.6687 9.6895
H -4.5673 1.1803 10.4637
H -6.3270 0.3329 8.9194
H -3.4542 0.3602 5.6334
H -1.6969 1.2076 7.1804
C -11.2631 -2.3751 5.2164
C -10.9103 -2.1300 6.4764
C -9.4931 -1.9063 6.8474
O -9.1693 -1.6844 7.9966
C -8.4847 -1.9641 5.7633
C -8.8374 -2.2089 4.5035
C -10.2542 -2.4328 4.1313
O -10.5765 -2.6540 2.9832
H -12.2926 -2.5418 4.9260
H -11.6331 -2.0834 7.2811
H -7.4569 -1.7971 6.0537
H -8.1145 -2.2553 3.6989
C 2.7650 -0.9720 -7.3101
C 2.6750 -0.5788 -8.5777
C 3.3926 -1.2995 -9.6573
O 3.3139 -0.9420 -10.8128
C 4.2109 -2.4735 -9.2691
C 4.3001 -2.8658 -8.0007
C 3.5837 -2.1459 -6.9244
O 3.6626 -2.5042 -5.7625
H 2.2484 -0.4566 -6.5094
H 2.0813 0.2760 -8.8769
H 4.7272 -2.9873 -10.0693
H 4.8936 -3.7190 -7.7007
C 5.9973 -5.7698 -11.0184
C 5.5650 -6.9049 -11.5627
C 5.3257 -8.1118 -10.7354
O 4.9340 -9.1462 -11.2296
C 5.5850 -8.0046 -9.2793
C 6.0173 -6.8690 -8.7361
C 6.2560 -5.6638 -9.5635
O 6.6486 -4.6256 -9.0672
H 6.1785 -4.8787 -11.6066
H 5.3700 -7.0005 -12.6233
H 5.4043 -8.8952 -8.6910
H 6.2127 -6.7727 -7.6753
C -0.7101 2.7503 -3.7816
C 0.0095 2.1606 -4.7319
C 0.2139 2.8028 -6.0509
O 0.8700 2.2624 -6.9189
C -0.4128 4.1284 -6.2711
C -1.1330 4.7182 -5.3188
C -1.3364 4.0739 -3.9986
O -1.9905 4.6115 -3.1276
H -0.8693 2.2938 -2.8128
H 0.4731 1.1966 -4.5873
H -0.2524 4.5831 -7.2406
H -1.5986 5.6853 -5.4607
C -3.6815 6.9588 3.4086
C -3.9513 7.3231 2.1571
C -3.3015 6.6557 1.0053
O -3.5423 6.9856 -0.1318
C -2.3402 5.5643 1.3027
C -2.0726 5.2026 2.5559
C -2.7242 5.8731 3.7059
O -2.4925 5.5538 4.8654
H -4.1464 7.4362 4.2617
H -4.6502 8.1160 1.9237
H -1.8755 5.0861 0.4492
H -1.3751 4.4101 2.7859

=====

[5]
130
Properties=species:S:1:pos:R:3 method="wB97M-V/def2-TZVPD" homo_energy_ev=-8.312 total_energy_ev=-64000.3110 relative_energy_kj_mol=1429.0 spin_multiplicity=1 lumo_energy_ev=-0.014 orbital_gap_ev=8.30
C -13.3040 6.0930 24.3790
O -12.5090 5.6020 25.3540
H -13.6640 5.1830 23.8490
H -12.6210 6.7060 23.7430
H -14.0470 6.8490 24.7110
H -11.8100 5.0350 25.0220
C -13.5330 5.3390 20.7590
O -13.1310 6.5630 20.2460
H -12.6650 4.9230 21.3000
H -13.7020 4.5590 20.0360
H -14.4840 5.3780 21.4120
H -12.6820 7.1410 20.9160
C -14.4060 1.7190 19.3450
O -14.5300 1.4200 18.0080
H -14.7920 2.6670 19.5490
H -13.3410 1.8170 19.6490
H -14.8710 1.0080 19.9340
H -13.9060 1.9500 17.5100
C -9.2480 6.3250 22.4370
O -10.4140 5.6150 22.6610
N -8.8760 7.3370 23.1480
N -8.4050 6.0630 21.5020
H -9.5880 7.5580 23.8790
H -8.0630 7.7980 23.0610
H -8.5110 5.2030 20.9820
H -7.7760 6.8040 21.1700
C -13.6450 8.6950 17.4110
O -13.2630 9.3880 16.2870
N -13.0410 7.6620 17.8840
N -14.8130 9.0190 17.9050
H -12.0680 7.5200 17.5810
H -13.1770 7.1850 18.8250
H -15.5010 9.6630 17.4380
H -15.0910 8.4790 18.7830
C -11.6520 3.0160 15.2620
C -11.6350 2.7680 16.7470
C -12.4230 3.7640 17.5230
O -12.0420 1.6310 17.0650
H -12.7260 3.1400 14.9340
H -11.3510 2.1130 14.7810
H -11.0600 3.8220 14.9180
H -10.5890 2.8700 17.1300
H -12.3810 3.6850 18.5980
H -13.4520 3.7880 17.3610
H -12.1040 4.7700 17.3160
H -11.4080 0.9740 16.7240
C -13.6750 10.7400 22.2740
C -12.9390 9.5890 21.5880
C -11.4160 9.9690 21.4820
O -12.8410 8.5170 22.2760
H -14.5380 10.1680 22.4540
H -13.6460 11.6100 21.6450
H -13.2890 10.8910 23.3170
H -13.2650 9.4930 20.5510
H -11.2310 10.8990 21.0490
H -10.8290 9.1610 20.9420
H -10.9590 10.0400 22.4980
H -12.3020 8.7070 23.0700
C -17.7420 2.7360 22.6360
C -18.3410 3.4810 21.5100
C -17.3420 3.5910 20.3950
O -19.2320 2.7730 20.9660
H -18.3840 2.6200 23.5360
H -16.9670 3.3130 23.0940
H -17.3790 1.7280 22.4490
H -18.7260 4.3810 21.7790
H -16.5050 4.1800 20.7260
H -17.9200 4.2500 19.7360
H -16.8720 2.7110 19.9050
H -18.8530 1.8830 20.9440
C -8.0130 1.6920 20.0650
C -8.8340 2.9400 19.7800
C -10.1150 3.0800 20.6250
O -8.2940 4.0150 19.9930
H -7.9430 0.9110 19.3740
H -8.3100 1.2380 21.0150
H -6.9730 1.8430 20.1620
H -9.1190 3.0720 18.7540
H -10.7860 2.2560 20.4340
H -10.6240 4.0320 20.5580
H -9.8850 2.9050 21.6550
H -7.3980 3.9660 19.5980
C -10.5390 9.5620 18.3440
C -9.9620 8.1950 17.9390
C -10.0390 7.1350 19.0540
O -10.4350 7.6760 16.8660
H -11.6060 9.6020 18.6030
H -10.3730 10.3360 17.6160
H -9.9250 9.8420 19.1550
H -8.8990 8.3960 17.6570
H -9.3340 6.3570 18.9560
H -11.0040 6.6810 19.0580
H -9.9250 7.6120 20.0010
H -10.1360 8.1910 16.0620
C -15.6540 5.2370 17.6890
C -15.1090 5.6960 16.3710
C -15.7330 5.0090 15.1590
O -15.4610 6.8310 16.0640
H -16.6230 5.4980 17.7360
H -15.1230 5.8840 18.4340
H -15.6260 4.1820 17.9020
H -13.9720 5.5980 16.3030
H -16.8200 4.9230 15.2490
H -15.4500 3.9960 15.0650
H -15.4890 5.5060 14.2540
H -15.0400 7.4610 16.5670
C -17.4830 7.4500 19.9510
C -16.5670 7.8320 21.1000
C -16.5430 6.9300 22.3100
O -15.3890 8.0210 20.7250
H -17.3180 6.4520 19.6280
H -17.2820 8.0620 19.0740
H -18.4940 7.5900 20.3620
H -16.9840 8.8060 21.3920
H -17.5000 6.9650 22.8440
H -15.8570 7.3100 23.1180
H -16.4530 5.9520 21.9800
H -14.8680 8.1090 21.4970
C -13.9360 2.2650 22.5510
C -14.1710 1.5140 23.8170
C -14.4560 2.4360 25.0150
O -15.2330 0.8640 23.7350
H -13.1280 1.8110 22.0140
H -13.6220 3.2400 22.7400
H -14.7580 2.2500 21.8630
H -13.3530 0.9060 24.0240
H -14.7170 1.8490 25.9260
H -15.1510 3.1860 24.7390
H -13.4490 2.8580 25.3280
H -15.2820 0.2100 24.4350

=====

[6]
41
Properties=species:S:1:pos:R:3 method="wB97M-V/def2-TZVPD" homo_energy_ev=-9.345 total_energy_ev=-108726.0281 spin_multiplicity=1 lumo_energy_ev=0.538 orbital_gap_ev=9.88
C -1.7944 1.2620 3.5461
C -1.2974 2.3368 2.5909
O -1.4777 2.0225 1.2192
C -2.8362 1.9207 0.8370
C -2.9204 1.7906 -0.6644
O -2.5269 0.5041 -1.0994
C -1.1507 0.3940 -1.4544
Si -0.5551 -1.3055 -0.9181
S -1.7890 -2.7259 -1.9447
C 1.2679 -1.5594 -1.2842
C 1.9130 -0.4353 -2.1075
C 3.3340 -0.7559 -2.5603
C 4.3595 -0.6301 -1.4492
O 4.6930 0.7524 -1.3321
C -0.8723 -1.3532 0.9488
C -0.2622 -2.5441 1.6011
O -0.1616 -3.6348 1.1718
Br 0.4315 -2.1754 3.4100
H -2.8754 1.2922 3.6830
H -1.5142 0.2695 3.1869
H -1.3328 1.4009 4.5243
H -0.2263 2.4908 2.7152
H -1.7975 3.2918 2.8049
H -3.2977 1.0392 1.2984
H -3.3932 2.8108 1.1658
H -2.2948 2.5615 -1.1284
H -3.9515 1.9493 -0.9860
H -0.5578 1.1387 -0.9091
H -1.0068 0.5727 -2.5277
H -1.4819 -3.7633 -1.1536
H 1.8090 -1.6862 -0.3387
H 1.3631 -2.5105 -1.8167
H 1.9410 0.4845 -1.5140
H 1.2976 -0.2191 -2.9857
H 3.3718 -1.7641 -2.9831
H 3.6336 -0.0642 -3.3521
H 5.2504 -1.2248 -1.6749
H 3.9454 -0.9951 -0.5012
H 5.2133 0.8825 -0.5341
H -0.4967 -0.4332 1.3967
H -1.9535 -1.3871 1.1195